Entry i
Density functional theory data (the ωB97M-V functional and the def2-TZVPD basis) for a cluster of 2 separate species, C4H13N2OS in total.

Results
* LUMO energy: 3.60 eV
* HOMO energy: -2.63 eV
* charge: -1

Element x y z (Å)
S -3.2047 -1.0890 -0.3833
O -1.3301 2.8747 0.5688
N 0.9130 -1.1925 -0.3391
N 2.7315 0.1695 -1.1299
C -0.2961 -0.4744 1.6658
C -0.4613 -1.0729 0.2444
C -1.5915 -0.3593 -0.5111
C 1.3113 0.1166 -0.8921
H 3.0532 -0.0990 -2.0469
H -1.5496 0.7040 -0.1830
H 0.8108 0.5204 -1.7851
H 0.3646 0.4027 1.8077
H 3.3835 -0.2008 -0.4567
H 1.0243 0.8783 -0.1820
H 0.9969 -1.9561 -0.9976
H -1.3148 -0.2472 -1.5773
H -0.8223 -2.0884 0.5402
H -0.8766 2.0702 0.3121
H -2.1231 2.5148 0.9871
H -1.3401 -0.3912 2.0243
H 0.3209 -1.0801 2.3338

Computed Mulliken charges, given in elementary charges: S -0.559; O -0.703; N -0.423; N -0.613; C -1.226; C 0.149; C -0.014; C -0.241; H 0.194; H -0.589; H 0.291; H 0.301; H 0.201; H 0.192; H 0.246; H 0.183; H 0.282; H 0.275; H 0.363; H 0.288; H 0.402

Entry ii
Density functional theory data (the ωB97M-V functional and the def2-TZVPD basis) for a cluster of 2 separate species, C4H13N2OS in total.

Results
* LUMO energy: 3.86 eV
* HOMO energy: -2.75 eV
* charge: -1

Element x y z (Å)
S 0.4113 -2.0772 2.2675
O -2.4187 -2.4593 0.2867
N -0.0311 1.9185 -1.9070
N 1.3504 1.0869 -0.1450
C -0.9363 0.7357 0.8325
C 0.7335 -1.2820 0.5752
C 1.0699 0.8958 -1.5522
C 0.5351 0.2349 0.8560
H 2.3475 1.0904 0.0646
H 0.0231 -1.7687 -0.1256
H 1.8924 1.0949 -2.2437
H -0.8434 1.4886 -1.4378
H 0.8138 -0.1097 -1.7589
H -2.2271 -2.3090 1.1664
H 1.7206 -1.5811 0.2998
H -1.0200 1.8257 0.8428
H 0.1696 2.7462 -1.4879
H -1.5579 0.2049 0.0660
H -1.3624 0.6238 1.8272
H -1.7332 -2.8686 -0.2220
H 1.0629 0.5095 1.7953

Computed Mulliken charges, given in elementary charges: S -0.650; O -0.634; N -0.810; N -0.415; C -1.555; C -0.724; C -0.564; C 0.385; H 0.229; H -0.033; H 0.370; H 0.357; H 0.362; H 0.282; H 0.357; H 0.477; H 0.311; H 0.326; H 0.324; H 0.288; H 0.316

Entry iii
Density functional theory data (the ωB97M-V functional and the def2-TZVPD basis) for a cluster of 2 separate species, C4H13N2OS in total.

Results
* LUMO energy: 3.73 eV
* HOMO energy: -2.65 eV
* charge: -1

Element x y z (Å)
S -0.4965 -2.5199 -2.0488
O 0.4175 3.0391 1.0428
N -2.5299 0.5945 -0.0045
N 1.0219 0.2429 0.3474
C -0.0067 -1.9783 -0.3131
C -1.4063 -0.0524 0.6834
C -0.1916 -0.4577 -0.1963
C 2.1989 0.0186 -0.4569
H 2.7025 -0.9462 -0.3265
H -0.7407 -2.4739 0.3136
H 1.0269 -2.2834 -0.2135
H 1.9327 0.0690 -1.4996
H -0.2882 0.0369 -1.1468
H 2.9379 0.8127 -0.3147
H -3.1397 -0.1176 -0.3229
H -0.9914 0.6229 1.4174
H -0.4088 2.9992 0.5514
H -2.2040 1.0605 -0.8443
H 1.2420 0.1504 1.3317
H -1.7974 -0.9405 1.1525
H 0.7209 2.1231 0.8475

Computed Mulliken charges, given in elementary charges: S -0.708; O -0.745; N -0.683; N -0.395; C -0.724; C -0.881; C 0.316; C -1.061; H 0.293; H 0.191; H 0.210; H 0.352; H 0.237; H 0.317; H 0.302; H 0.354; H 0.312; H 0.267; H 0.294; H 0.340; H 0.414

The least stable of them is entry ii.

Entry i
Density functional theory data (the ωB97M-V functional and the def2-TZVPD basis) for a cluster of 3 separate species, C5H17N2O2 in total.

Results
* LUMO energy: -2.52 eV
* HOMO energy: -13.66 eV
* charge: +1

Element x y z (Å)
O 1.4177 -0.8363 2.5165
O -0.8530 -3.3385 -1.4455
N -0.3513 -0.5269 -1.0986
N -1.5486 1.2395 0.5976
C -2.5535 1.8467 1.0541
C 0.9520 0.0173 -0.5965
C -0.2142 1.6950 0.9367
C 0.7269 1.4809 -0.2539
C 2.0254 -0.1846 -1.6399
H 0.1648 1.1007 1.7696
H 2.2216 -0.6037 3.0225
H -1.7259 -3.7166 -1.2660
H 1.2117 -0.5506 0.2988
H 2.3101 -1.2291 -1.7849
H -0.3641 -1.5583 -1.1432
H 1.6733 1.9940 -0.0906
H 1.0578 -1.5922 2.9979
H 0.3005 1.9931 -1.1274
H -0.1595 2.7388 1.2619
H -1.1085 -0.1747 -0.4746
H -3.5385 1.4816 0.7798
H -0.4193 -3.9684 -2.0534
H 1.7540 0.1922 -2.6291
H -2.5098 2.7234 1.7013
H -0.5851 -0.1631 -2.0106
H 2.9467 0.3167 -1.3463

Computed Mulliken charges, given in elementary charges: O -0.584; O -0.661; N -0.137; N -0.333; C -0.384; C 0.486; C -0.639; C -0.936; C -1.534; H 0.289; H 0.295; H 0.298; H 0.160; H 0.400; H 0.368; H 0.436; H 0.279; H 0.324; H 0.467; H 0.425; H 0.266; H 0.307; H 0.380; H 0.259; H 0.389; H 0.379

Entry ii
Density functional theory data (the ωB97M-V functional and the def2-TZVPD basis) for a cluster of 3 separate species, C5H17N2O2 in total.

Results
* LUMO energy: -3.32 eV
* HOMO energy: -12.25 eV
* charge: +1

Element x y z (Å)
O -1.2407 -0.0631 2.5045
O -2.5638 2.3377 2.1521
N -0.9338 -0.8372 -2.9883
N -0.6515 -1.0792 -0.0841
C 2.5139 0.1525 -0.2292
C 2.7743 -1.1684 0.4793
C 0.0049 -0.0696 -2.1448
C 1.0616 0.6337 -0.0412
C 0.0746 -0.1969 -0.8055
H -1.3528 -1.6879 -0.4794
H -1.7138 0.7975 2.4665
H 2.0847 -1.9510 0.1548
H -0.9034 -0.1043 3.4146
H -0.8908 -0.4876 -3.9404
H -0.6717 -1.0146 0.9305
H 0.9586 1.6803 -0.3373
H 0.5990 0.6415 -2.6850
H 2.6452 -1.0887 1.5612
H -1.8987 -0.7476 -2.6569
H -2.1925 3.1662 2.4041
H -3.4923 2.3665 2.3795
H 2.7370 0.0364 -1.2893
H -0.6919 -1.8371 -3.0087
H 3.1492 0.9432 0.1702
H 0.8162 0.6537 1.0184
H 3.7920 -1.5226 0.3165

Computed Mulliken charges, given in elementary charges: O -0.678; O -0.673; N -0.269; N -0.357; C -0.317; C -1.175; C -0.724; C -1.099; C 0.715; H 0.140; H 0.369; H 0.299; H 0.324; H 0.363; H 0.232; H 0.388; H 0.427; H 0.290; H 0.366; H 0.322; H 0.309; H 0.302; H 0.366; H 0.359; H 0.352; H 0.369

The least stable of them is entry ii.

Entry i
Density functional theory data (the ωB97M-V functional and the def2-TZVPD basis) for a cluster of 5 separate species, C15H35N5O5 in total.

Results
* SMILES: CN(C)C=O.CN(C)C=O.CN(C)C=O.CN(C)C=O.CN(C)C=O
* LUMO energy: 0.34 eV
* HOMO energy: -9.07 eV

Element x y z (Å)
O 6.4069 -1.6169 0.8777
O 0.3235 2.4164 0.3307
O -2.5170 -0.7658 -4.6177
O -2.1374 6.6673 4.5560
O 2.5342 -0.3601 1.6193
N -4.5658 0.1063 -4.3146
N 0.0480 0.3917 -0.9024
N 1.8163 -1.9450 3.0889
N 5.3791 -3.2938 -0.3348
N -2.4473 5.1666 2.7464
C 0.6797 1.3483 -0.1254
C -2.1783 6.3689 3.3157
C 1.8134 -3.0341 2.1391
C 1.0220 -2.0052 4.3470
C -3.2518 0.2299 -4.6980
C -1.2278 0.7398 -1.5352
C 6.3544 -4.3536 -0.0172
C 2.2176 -0.7308 2.7620
C 4.2048 -3.5374 -1.2744
C 5.5855 -2.0296 0.0506
C -2.2466 4.8302 1.3150
C -5.5037 1.2392 -4.2487
C 0.6716 -0.8183 -1.3958
C -2.4046 3.9792 3.6441
C -5.0358 -1.1963 -3.8352
H -1.5609 1.7124 -1.1731
H 0.8752 -1.1462 5.0018
H 2.3411 -2.8308 1.2072
H -2.4295 4.2790 4.6918
H -6.5290 1.1076 -4.5942
H -4.4570 -2.0116 -4.2692
H 1.5280 -2.7771 4.9267
H 4.6128 -3.5523 -2.2851
H -5.0377 -1.2075 -2.7453
H 1.6560 0.9602 0.2041
H -2.1178 0.1239 -1.4065
H 3.3953 -2.8077 -1.2625
H -1.0794 0.8548 -2.6089
H -2.6884 5.4847 0.5636
H 0.7086 -1.4159 -0.4850
H -1.5125 3.3969 3.4134
H 1.6119 -0.6134 -1.9076
H 7.2232 -3.8785 0.4385
H -5.0741 2.0481 -4.8397
H 6.7578 -4.8103 -0.9209
H -1.1994 4.8721 1.0154
H -2.4577 3.8335 0.9274
H 5.0096 -1.2979 -0.5368
H -3.2453 3.3449 3.3632
H 5.7279 -5.0099 0.5868
H 3.8599 -4.5709 -1.2421
H -2.0710 7.1804 2.5795
H -6.0770 -1.3569 -4.1151
H 0.7877 -2.9882 1.7732
H 2.0654 -3.9141 2.7309
H -2.9729 1.2817 -4.8655
H 2.1965 -0.0475 3.6249
H -5.4101 1.6056 -3.2264
H -0.0116 -1.3057 -2.0914
H 0.0332 -2.3406 4.0339

Computed Mulliken charges, given in elementary charges: O -0.623; O -0.582; O -0.610; O -0.612; O -0.558; N 0.112; N 0.156; N 0.155; N 0.153; N 0.079; C -0.066; C 0.079; C -0.784; C -0.932; C 0.166; C -1.021; C -0.936; C 0.028; C -0.912; C 0.082; C -1.000; C -0.906; C -0.697; C -0.913; C -0.940; H 0.304; H 0.366; H 0.108; H 0.319; H 0.284; H 0.317; H 0.322; H 0.397; H 0.308; H 0.412; H 0.318; H 0.213; H 0.372; H 0.389; H 0.099; H 0.334; H 0.272; H 0.327; H 0.285; H 0.299; H 0.404; H 0.299; H 0.331; H 0.287; H 0.322; H 0.338; H 0.338; H 0.330; H 0.365; H 0.325; H 0.305; H 0.337; H 0.369; H 0.393; H 0.298

Entry ii
Density functional theory data (the ωB97M-V functional and the def2-TZVPD basis) for a cluster of 5 separate species, C15H35N5O5 in total.

Results
* SMILES: CN(C)C=O.CN(C)C=O.CN(C)C=O.CN(C)C=O.CN(C)C=O
* LUMO energy: 0.16 eV
* HOMO energy: -9.36 eV

Element x y z (Å)
O -10.6363 -20.7554 -31.6671
O -5.2662 -30.3671 -31.4046
O -13.1853 -26.2915 -39.9760
O -9.3592 -10.5658 -32.9713
O -11.2809 -17.9961 -23.1549
N -10.0483 -21.9822 -33.5128
N -5.2879 -28.2522 -32.2705
N -9.4062 -17.6155 -24.4222
N -7.5323 -11.7825 -33.4694
N -14.8092 -27.0208 -38.6147
C -15.9976 -26.6962 -39.3819
C -4.5719 -27.2846 -33.1062
C -10.5595 -21.8651 -32.2748
C -13.5455 -26.8345 -38.9507
C -6.2189 -27.7622 -31.4039
C -8.2816 -10.6647 -33.4936
C -8.7541 -16.5980 -23.6156
C -4.8005 -29.5245 -32.2236
C -10.5926 -18.1651 -24.1756
C -9.6174 -20.8581 -34.4018
C -8.5397 -18.0920 -25.5144
C -9.9870 -23.1648 -34.2410
C -6.2583 -11.7363 -34.2466
C -15.2229 -27.3797 -37.2722
C -7.9919 -13.0868 -33.3294
H -7.4170 -13.8836 -32.8574
H -3.7508 -26.9958 -32.4500
H -10.8941 -18.7717 -25.0436
H -9.6758 -19.9759 -33.7642
H -5.1922 -26.4544 -33.4440
H -16.2783 -25.6710 -39.1404
H -4.2944 -27.9235 -33.9446
H -7.6804 -16.7833 -23.5831
H -4.1349 -29.6654 -33.0892
H -8.9837 -15.5968 -23.9803
H -5.7276 -10.8274 -33.9631
H -8.3418 -17.4371 -26.3630
H -5.9177 -27.0949 -30.5963
H -8.1360 -13.3555 -34.3759
H -15.8126 -26.7696 -40.4536
H -15.1477 -26.6663 -36.4515
H -16.6901 -27.5138 -39.1821
H -10.6376 -23.0991 -35.1131
H -6.4617 -11.7019 -35.3169
H -10.5261 -23.9229 -33.6728
H -6.8427 -27.1592 -32.0637
H -14.7244 -28.2976 -36.9606
H -16.2525 -27.7287 -37.1930
H -6.8645 -28.4211 -30.8233
H -5.6368 -12.6261 -34.1469
H -10.7423 -22.8433 -31.8036
H -12.7976 -27.2759 -38.2740
H -8.9731 -23.5338 -34.3961
H -9.0864 -16.5499 -22.5786
H -8.8656 -18.9425 -26.1132
H -7.5087 -18.2786 -25.2140
H -7.8173 -9.7695 -33.9354
H -8.6130 -20.8728 -34.8251
H -10.4055 -20.6539 -35.1267
H -8.9219 -13.2249 -32.7780

Computed Mulliken charges, given in elementary charges: O -0.627; O -0.606; O -0.591; O -0.540; O -0.607; N 0.096; N 0.026; N 0.094; N 0.015; N 0.102; C -0.982; C -0.889; C 0.241; C 0.110; C -0.867; C 0.100; C -0.924; C 0.238; C 0.181; C -0.956; C -0.937; C -1.023; C -0.941; C -1.023; C -0.893; H 0.264; H 0.343; H 0.276; H 0.327; H 0.304; H 0.317; H 0.282; H 0.302; H 0.220; H 0.296; H 0.313; H 0.354; H 0.321; H 0.368; H 0.327; H 0.312; H 0.395; H 0.356; H 0.374; H 0.359; H 0.314; H 0.386; H 0.324; H 0.314; H 0.309; H 0.279; H 0.323; H 0.289; H 0.322; H 0.324; H 0.319; H 0.313; H 0.306; H 0.353; H 0.318

Entry iii
Density functional theory data (the ωB97M-V functional and the def2-TZVPD basis) for a cluster of 5 separate species, C15H35N5O5 in total.

Results
* SMILES: CN(C)C=O.CN(C)C=O.CN(C)C=O.CN(C)C=O.CN(C)C=O
* LUMO energy: 0.26 eV
* HOMO energy: -8.85 eV

Element x y z (Å)
O -4.3878 -3.5401 4.3322
O -0.7971 -5.6949 -0.3375
O 3.0568 8.5996 -0.5476
O -0.0830 3.9049 -0.5328
O 0.9870 -2.1967 0.3397
N -0.8686 1.8394 -0.1460
N -3.4870 -1.8978 3.0052
N 2.8561 -2.9616 1.4463
N 1.4408 7.5501 -1.8023
N -0.0588 -4.2882 -2.0183
C 1.7951 -2.1512 1.3189
C -4.4430 -2.8378 3.3014
C -0.4513 0.5018 0.1828
C 3.6366 -2.8432 2.6553
C 0.6816 -5.3294 -2.6677
C -0.6813 -4.6151 -0.8662
C -2.4174 -1.5493 3.9260
C 2.0216 7.8870 -0.5676
C 3.2374 -3.9873 0.4317
C -3.7234 -1.1804 1.8315
C 0.1777 6.7547 -1.8974
C 1.9983 7.7793 -3.1341
C 0.0475 -2.9945 -2.7177
C -1.9952 1.9656 -1.0712
C -0.0565 2.8703 0.0926
H -1.2068 0.0159 0.8001
H 0.2860 5.7815 -2.3762
H -0.3424 6.6071 -0.9509
H 4.3098 -4.1668 0.5073
H 4.6737 -2.5266 2.5448
H -0.4331 7.1849 -2.6912
H -3.8556 -0.1296 2.0892
H 3.6411 -3.7505 3.2593
H -2.8797 -1.1750 1.1414
H -1.2317 -3.7518 -0.4613
H 0.6775 2.6631 0.8866
H 3.0097 -3.6212 -0.5694
H 1.3959 7.4565 0.2295
H 0.6929 -5.3653 -3.7570
H 2.8268 8.4789 -3.0239
H -0.4464 -3.0051 -3.6894
H -2.2708 2.9895 -1.3240
H -2.7461 -0.5778 4.2949
H -4.6318 -1.3901 1.2668
H -0.3493 -2.1332 -2.1803
H 1.7004 -1.6311 2.2847
H -2.4202 -2.2452 4.7649
H 1.6347 -5.4588 -2.1549
H 2.3896 6.8578 -3.5653
H -5.1472 -2.9553 2.4632
H 0.4618 0.5923 0.7712
H -2.9204 1.6605 -0.5823
H 1.3094 8.2761 -3.8172
H 2.5355 -4.7998 0.6199
H 1.0984 -2.7056 -2.7330
H -1.9318 1.4023 -2.0022
H -0.4031 -0.1991 -0.6506
H 0.1905 -6.3025 -2.6683
H -1.4079 -1.7242 3.5540
H 3.3045 -1.9373 3.1623

Computed Mulliken charges, given in elementary charges: O -0.607; O -0.597; O -0.621; O -0.588; O -0.545; N 0.150; N 0.184; N 0.112; N 0.079; N 0.157; C 0.273; C 0.206; C -0.082; C -1.000; C -1.035; C 0.116; C -0.876; C 0.258; C -0.818; C -0.802; C -0.907; C -0.979; C -0.608; C -0.980; C 0.108; H -0.023; H 0.361; H 0.256; H 0.376; H 0.361; H 0.339; H 0.347; H 0.331; H 0.064; H 0.313; H 0.340; H 0.188; H 0.269; H 0.362; H 0.322; H 0.360; H 0.311; H 0.375; H 0.346; H -0.028; H 0.125; H 0.304; H 0.275; H 0.320; H 0.289; H 0.073; H 0.286; H 0.313; H 0.302; H 0.311; H 0.357; H -0.005; H 0.350; H 0.193; H 0.339

The least stable of them is entry ii.

Entry i
Density functional theory data (the ωB97M-V functional and the def2-TZVPD basis) for the ion C3H4O3P with charge -1.

Results
* SMILES: O=[P@]1([O-])C=CCO1
* LUMO energy: 4.01 eV
* HOMO energy: -4.59 eV
* charge: -1

Element x y z (Å)
P -1.5631 -0.0489 0.0221
O -2.2993 -0.2589 1.3071
O -0.5443 1.3120 0.0510
O -2.3266 -0.0975 -1.2230
C 1.0318 -0.4900 0.1050
C -0.0359 -1.2096 -0.1134
C 0.8806 1.0463 0.0475
H 2.0271 -0.8722 0.1269
H 1.4547 1.4323 0.8464
H 1.2532 1.3952 -0.9093
H 0.1219 -2.2087 -0.2604

Computed Mulliken charges, given in elementary charges: P 0.759; O -0.732; O -0.407; O -0.710; C -0.436; C -0.497; C -0.283; H 0.342; H 0.286; H 0.220; H 0.457

Entry ii
Density functional theory data (the ωB97M-V functional and the def2-TZVPD basis) for a cluster of 2 separate species, C3H4O3P in total.

Results
* LUMO energy (alpha / beta): 3.95 / 3.95 eV
* HOMO energy (alpha / beta): -2.54 / -2.53 eV
* charge: -1

Element x y z (Å)
P 0.6524 -0.2800 -1.3617
O 0.3857 -1.1199 -2.5174
O 0.2609 -1.0327 2.2891
O 1.7558 0.6558 -1.2531
C 1.1281 -1.3502 1.4810
C -0.9766 0.3395 -0.6939
C -1.1632 1.2696 0.2443
H -0.2134 1.8267 0.5534
H -2.1335 1.6693 0.4087
H 2.0913 -1.7253 2.0710
H -1.7875 -0.2528 -1.2214

Computed Mulliken charges, given in elementary charges: P 0.669; O -0.627; O -0.433; O -0.569; C -0.215; C -0.135; C -0.555; H 0.211; H 0.294; H 0.102; H 0.257

The least stable of them is entry ii.

Entry i
Density functional theory data (the ωB97M-V functional and the def2-TZVPD basis) for the ion NO5S with charge -1.

Results
* SMILES: O=[N+]([O-])S(=O)(=O)[O-]
* LUMO energy: 3.99 eV
* HOMO energy: -5.58 eV
* charge: -1

Element x y z (Å)
S -0.8350 -0.3835 0.0085
O 1.0380 1.6682 0.1016
O -0.5658 -1.3179 1.0913
O 2.0953 -0.1754 -0.3968
O -1.2360 -0.9986 -1.2319
O -1.6151 0.7118 0.5752
N 1.1185 0.4954 -0.1479

Computed Mulliken charges, given in elementary charges: S 1.095; O -0.511; O -0.595; O -0.565; O -0.562; O -0.556; N 0.693

Entry ii
Density functional theory data (the ωB97M-V functional and the def2-TZVPD basis) for the ion NO5S with charge -1.

Results
* LUMO energy: 4.01 eV
* HOMO energy: -5.08 eV
* charge: -1

Element x y z (Å)
S 1.6832 0.3912 0.3920
O -0.7476 -1.3409 -1.3552
O -2.3570 -0.7708 -0.1020
O 1.6430 1.3897 1.4642
O -0.1934 0.1134 0.4157
O 2.1260 1.0459 -0.8493
N -1.1888 -0.7801 -0.4211

Computed Mulliken charges, given in elementary charges: S 0.586; O -0.513; O -0.534; O -0.523; O -0.467; O -0.549; N 1.000

The least stable of them is entry ii.